{"formula": "C22H44N2O8S", "method": "ωB97M-V with the def2-TZVPD basis set", "elements": ["N", "C", "C", "C", "C", "C", "C", "C", "C", "N", "C", "C", "C", "C", "C", "C", "S", "H", "H", "H", "H", "H", "H", "H", "H", "H", "H", "H", "H", "C", "O", "H", "H", "H", "H", "C", "O", "H", "H", "H", "H", "C", "O", "H", "H", "H", "H", "C", "O", "H", "H", "H", "H", "C", "O", "H", "H", "H", "H", "C", "O", "H", "H", "H", "H", "C", "O", "H", "H", "H", "H", "C", "O", "H", "H", "H", "H"], "positions_angstrom": [[6.9177, -1.7466, -2.2517], [5.8776, -1.8237, -3.0512], [4.8750, -0.5583, -3.0857], [4.2323, -0.3577, -1.6109], [4.8677, 0.6770, -0.6069], [4.3208, 0.9267, 0.8216], [3.0453, 0.1251, 1.2245], [2.3910, -0.8857, 0.2330], [2.9482, -1.1796, -1.2087], [2.3147, -2.1543, -2.1302], [0.8385, -1.9278, -2.2371], [0.1343, -1.8325, -3.6269], [-1.4167, -1.6063, -3.7171], [-2.3426, -1.4545, -2.4768], [-1.6241, -1.5473, -1.0801], [-0.0902, -1.7718, -0.9725], [0.8279, -1.8400, 0.6527], [6.8985, -0.8344, -1.7538], [5.7239, -2.7713, -3.6700], [5.4326, 0.4188, -3.3438], [4.0535, -0.6657, -3.8845], [5.7837, 1.2924, -0.9188], [4.7608, 1.6643, 1.5641], [2.5305, 0.2447, 2.2408], [2.7222, -2.1075, -3.0733], [0.7035, -1.9073, -4.6140], [-1.9390, -1.5172, -4.7409], [-3.4659, -1.2615, -2.5226], [-2.2212, -1.4342, -0.1016], [-0.5233, 0.8147, 3.8102], [-1.0500, -0.4392, 3.4032], [-0.8632, 1.0292, 4.8240], [0.5692, 0.7758, 3.7959], [-0.8787, 1.5982, 3.1362], [-0.7336, -0.6024, 2.5044], [1.2388, 3.1356, 0.0074], [0.9176, 2.0976, -0.8876], [1.2424, 4.0851, -0.5264], [0.4952, 3.1756, 0.8076], [2.2321, 2.9540, 0.4271], [0.9320, 1.2804, -0.3790], [-5.6257, 0.9654, -1.1201], [-5.0800, -0.3379, -0.9788], [-5.5705, 1.2582, -2.1689], [-6.6707, 0.9642, -0.7999], [-5.0516, 1.6731, -0.5167], [-5.1407, -0.5727, -0.0437], [-4.3633, -0.2633, 5.0030], [-3.3618, 0.2329, 5.8761], [-5.3411, -0.1025, 5.4586], [-4.3159, 0.2699, 4.0500], [-4.2110, -1.3327, 4.8410], [-2.5082, 0.0773, 5.4475], [-6.1414, -3.3741, 4.1842], [-6.5897, -2.9236, 2.9138], [-5.0603, -3.5097, 4.1495], [-6.3886, -2.6293, 4.9448], [-6.6181, -4.3275, 4.4256], [-7.5468, -2.8119, 2.9722], [5.8211, -3.9612, 0.4739], [5.8857, -2.6287, 0.9550], [6.1255, -4.6405, 1.2710], [4.7956, -4.1932, 0.1729], [6.4967, -4.0773, -0.3776], [5.6111, -2.0513, 0.2293], [1.3602, 6.5822, 2.2595], [0.8001, 5.9893, 1.0970], [1.6133, 5.7940, 2.9691], [2.2660, 7.1328, 1.9929], [0.6331, 7.2589, 2.7154], [0.5856, 6.7062, 0.4868], [-3.1254, 1.4119, -5.4118], [-3.6501, 0.1587, -5.8244], [-3.4671, 1.6219, -4.3981], [-2.0332, 1.3741, -5.4246], [-3.4795, 2.1988, -6.0827], [-3.3321, -0.0009, -6.7221]], "forces_ev_per_angstrom": [[-2.400, -0.311, -1.871], [1.495, 1.441, 1.645], [-0.516, -0.014, 0.704], [-1.409, 0.459, 2.146], [-2.366, -1.543, 1.205], [-2.467, -3.171, -2.626], [1.065, -0.639, -3.258], [1.937, 1.087, -1.675], [2.260, 2.830, 2.250], [-1.633, 2.401, 1.419], [-3.977, 0.488, -0.967], [-2.223, 0.400, 3.011], [0.696, -0.036, 2.790], [4.870, -0.745, 0.725], [1.797, -0.099, -2.599], [-0.373, 0.305, -3.165], [0.487, 0.932, -1.450], [0.019, -0.592, -0.321], [0.090, 1.467, 0.834], [-0.639, -1.732, 0.388], [1.118, 0.091, 1.269], [-1.559, -1.138, 0.293], [-0.519, -1.132, -1.315], [0.971, -0.137, -1.707], [-0.172, 0.037, 0.717], [-0.744, 0.078, 1.693], [1.154, -0.178, 1.767], [1.900, -0.344, 0.003], [1.091, -0.183, -1.794], [0.048, -0.164, -0.396], [-0.162, -0.040, 0.073], [0.081, -0.003, -0.084], [0.026, 0.233, 0.129], [0.111, 0.197, 0.157], [-0.024, -0.146, 0.122], [0.070, -0.068, 0.192], [-0.168, -0.303, -0.405], [-0.052, -0.164, 0.033], [0.100, 0.286, 0.110], [0.035, 0.256, 0.168], [0.036, -0.127, -0.197], [0.016, -0.086, 0.248], [0.066, -0.157, 0.105], [0.030, -0.120, 0.082], [-0.023, 0.213, -0.078], [-0.116, 0.180, -0.089], [0.017, -0.071, -0.247], [0.344, -0.019, -0.086], [0.222, 0.103, 0.113], [0.135, 0.040, 0.052], [-0.195, -0.143, -0.099], [-0.179, 0.029, -0.160], [-0.326, -0.067, 0.111], [-0.315, 0.026, -0.018], [-0.088, 0.109, -0.176], [-0.123, 0.032, -0.097], [0.128, -0.147, 0.180], [0.137, -0.025, 0.192], [0.244, -0.015, -0.100], [-0.051, 0.238, -0.212], [-0.001, 0.194, 0.061], [-0.029, 0.147, -0.004], [0.031, -0.236, -0.048], [-0.045, -0.211, -0.027], [0.042, -0.046, 0.205], [-0.081, 0.186, -0.209], [-0.064, 0.058, -0.121], [-0.062, 0.012, -0.138], [0.048, 0.042, 0.235], [0.147, 0.033, 0.194], [0.010, -0.239, 0.096], [0.120, -0.029, -0.235], [-0.045, -0.252, -0.123], [0.015, -0.127, -0.097], [0.012, 0.230, 0.140], [0.086, 0.160, 0.126], [-0.158, -0.020, 0.211]], "smiles": "[H]/N=C\\Cc1cccc2c1Nc1ccccc1S2.CO.CO.CO.CO.CO.CO.CO.CO", "homo_ev": -8.01, "energy_ev": -53710.57573, "total_charge": 0}